# 1
This record from the Open Molecules 2025 dataset describes C35H47KN3S6SbSi3 as an isolated structure. The level of theory is the ωB97M-V functional and the def2-TZVPD basis.

XYZ file:
```
96
Properties=species:S:1:pos:R:3:mulliken_charge:R:1
K 0.42 1.13 -1.11 1.15
C -2.82 0.18 1.21 -1.24
Sb -1.06 -0.40 2.32 -0.14
C 0.38 1.04 1.70 0.68
C 1.64 0.66 2.22 -0.22
C 2.81 1.49 2.14 -1.19
C 3.98 1.11 2.73 -0.25
C 4.07 -0.13 3.39 -1.05
C 2.94 -0.92 3.35 -0.33
N 1.78 -0.58 2.79 0.07
Si -0.11 2.81 2.02 0.36
C -0.12 3.18 3.88 -1.25
C 0.98 4.14 1.22 -1.14
C -1.85 3.22 1.45 -0.35
C -0.85 -2.32 1.08 3.06
C -1.55 -2.13 -0.24 -2.65
C -2.54 -3.01 -0.73 -0.71
C -3.12 -2.78 -1.96 -1.08
C -2.72 -1.70 -2.72 -0.99
C -1.74 -0.88 -2.18 -0.22
N -1.18 -1.08 -1.00 1.16
Si 0.89 -2.92 0.57 0.71
C 1.83 -3.69 2.01 -1.07
C 0.72 -4.33 -0.70 -1.40
C 1.88 -1.64 -0.36 -0.27
Si -1.72 -3.55 2.24 0.78
C -0.96 -3.68 3.96 -1.22
C -1.70 -5.36 1.65 -1.26
C -3.52 -3.07 2.51 -1.18
H -3.46 0.75 1.88 0.51
H -3.36 -0.72 0.92 0.42
H -2.63 0.77 0.32 0.09
H 2.76 2.41 1.58 0.39
H 4.85 1.75 2.65 0.42
H 4.97 -0.48 3.86 0.40
H 2.97 -1.91 3.80 0.39
H 0.86 3.00 4.32 0.33
H -0.84 2.54 4.39 0.25
H -0.39 4.23 4.07 0.35
H 1.92 4.29 1.74 0.40
H 0.43 5.08 1.26 0.35
H 1.18 3.95 0.16 0.37
H -2.62 2.74 2.06 0.38
H -2.03 2.96 0.40 -0.36
H -1.98 4.30 1.54 0.39
H -2.85 -3.86 -0.15 0.39
H -3.88 -3.46 -2.33 0.39
H -3.15 -1.48 -3.69 0.49
H -1.40 0.01 -2.72 -0.04
H 1.54 -4.73 2.14 0.38
H 1.65 -3.15 2.94 -0.13
H 2.90 -3.66 1.80 0.47
H 0.38 -5.27 -0.26 0.27
H 1.71 -4.51 -1.12 0.39
H 0.06 -4.08 -1.52 0.31
H 1.93 -0.68 0.14 -0.55
H 1.45 -1.50 -1.35 0.16
H 2.90 -2.00 -0.49 0.62
H 0.02 -4.14 3.96 0.33
H -1.63 -4.32 4.55 0.35
H -0.89 -2.71 4.46 0.31
H -0.75 -5.83 1.92 0.26
H -1.83 -5.52 0.58 0.36
H -2.49 -5.91 2.17 0.41
H -3.59 -2.16 3.12 0.25
H -4.03 -3.87 3.07 0.45
H -4.08 -2.89 1.59 0.37
S 2.79 0.82 -5.94 -0.42
C 1.11 0.88 -6.27 -0.42
C 0.38 0.90 -5.12 -0.71
C 1.12 0.86 -3.88 -0.44
C 2.45 0.82 -4.21 0.76
C 3.58 0.78 -3.29 0.14
C 4.91 0.68 -3.75 -1.01
C 5.96 0.63 -2.86 -0.45
C 5.68 0.66 -1.50 -0.84
C 4.35 0.76 -1.12 -0.16
N 3.33 0.83 -1.97 0.42
H 0.75 0.91 -7.29 0.42
H -0.70 0.96 -5.16 0.27
H 5.11 0.64 -4.82 0.30
H 6.98 0.55 -3.22 0.38
H 6.46 0.62 -0.75 0.44
H 4.09 0.78 -0.07 0.22
C -4.06 2.61 -3.69 -0.74
S -4.13 2.61 -1.88 -0.02
C -3.57 4.23 -1.53 -0.12
C -2.30 4.67 -1.71 -0.07
S -0.95 3.85 -2.38 -0.25
S -2.06 6.33 -1.19 -0.08
C -3.66 6.68 -0.64 0.07
S -4.11 8.13 0.05 -0.35
S -4.71 5.36 -0.86 -0.16
H -4.31 1.60 -4.02 0.31
H -3.04 2.85 -4.00 0.13
H -4.76 3.31 -4.12 0.34
```

- Calculated total energy: -5624.091850 hartree
- Total charge: -2
- Energy relative to the best compared isomer or geometry (same formula, charge and spin): 0.00 kJ/mol
- Kohn-Sham gap: 5.8 eV
- Strongest force on any atom: 0.61 eV/Å


# 2
This record from the Open Molecules 2025 dataset describes C35H47LaN9O12P2S as an isolated structure. The level of theory is the ωB97M-V functional and the def2-TZVPD basis.

XYZ file:
```
107
Properties=species:S:1:pos:R:3:mulliken_charge:R:1
La -0.12 0.34 -0.19 2.32
N -1.00 -2.16 0.77 -0.01
C -2.38 -2.30 1.30 -0.54
C -2.57 -3.18 2.58 -1.05
N -1.53 -3.08 3.60 0.26
C -1.75 -4.06 4.65 -0.61
C -0.88 -3.88 5.86 -0.86
N 0.47 -3.51 5.52 -0.37
H -0.79 -2.88 0.02 0.25
H -0.36 -2.37 1.50 -0.05
H -2.97 -2.71 0.47 0.48
H -2.70 -1.28 1.59 -0.07
H -2.55 -4.26 2.32 0.44
H -3.51 -2.88 3.04 0.39
H -1.51 -2.10 3.97 -0.06
H -1.66 -5.08 4.31 0.42
H -2.82 -3.93 5.05 0.28
H -1.04 -4.77 6.51 0.37
H -1.24 -3.02 6.46 0.37
H 0.91 -4.30 5.05 0.19
H 0.98 -3.33 6.36 0.20
O -1.96 2.37 0.78 -0.21
C -2.46 3.47 0.31 0.04
C -1.73 4.68 0.41 -0.22
C -2.27 5.91 0.14 -0.75
C -3.62 6.00 -0.27 -0.79
C -4.39 4.85 -0.37 -0.68
C -3.85 3.58 -0.14 0.75
C -4.58 2.43 -0.50 -0.21
N -4.00 1.42 -1.14 0.22
C -5.01 0.52 -1.36 -0.51
C -6.23 0.99 -0.91 -0.75
N -5.91 2.24 -0.39 -0.07
H -0.69 4.50 0.80 0.28
H -1.65 6.76 0.24 0.48
H -4.01 6.98 -0.37 0.37
H -5.48 4.89 -0.57 0.28
H -4.76 -0.43 -1.80 0.42
H -7.26 0.65 -0.93 0.43
H -6.51 2.85 0.13 0.22
C 0.32 2.44 4.98 -1.83
C 0.42 1.20 4.16 1.25
O 1.01 0.10 4.92 -0.66
P 1.56 1.48 2.80 0.41
O 1.39 2.88 2.24 -0.92
O 3.01 1.22 3.58 -0.64
O 1.44 0.40 1.68 -0.33
P -1.30 0.60 3.41 0.44
O -2.37 1.85 3.40 -0.66
O -1.71 -0.39 4.47 -0.93
O -1.20 0.20 1.93 0.29
H 1.32 2.63 5.35 0.42
H -0.29 2.30 5.85 0.47
H 0.04 3.31 4.37 0.23
H 0.50 -0.73 4.87 0.34
H 2.22 2.98 0.66 0.31
H 2.89 0.70 4.42 0.36
H -2.35 2.10 2.41 0.22
C 0.16 3.17 -4.41 -1.54
C 0.39 2.65 -3.02 -0.01
N -0.58 2.16 -2.29 0.71
O -1.82 2.45 -2.81 -0.59
C 1.67 2.81 -2.36 0.01
C 2.93 3.21 -3.02 -1.43
N 1.57 2.52 -1.09 0.50
O 2.54 3.09 -0.29 -0.53
H -0.70 2.59 -4.84 0.32
H 1.00 3.20 -5.07 0.39
H -0.28 4.20 -4.31 0.33
H -2.42 1.82 -2.35 0.36
H 3.12 2.54 -3.85 0.19
H 3.75 3.16 -2.29 0.38
H 2.97 4.22 -3.39 0.33
C 2.64 0.81 -7.03 -1.80
C 2.05 0.02 -5.97 0.90
C 2.86 -0.61 -5.03 -0.96
C 2.37 -1.22 -3.91 -0.12
C 0.96 -1.29 -3.83 0.48
C 0.13 -0.94 -4.85 -0.82
C 0.69 -0.24 -5.92 -0.60
S 0.15 -1.93 -2.44 1.16
O -0.85 -0.84 -2.13 -0.44
O -0.44 -3.21 -2.74 -0.77
N 1.13 -1.92 -1.19 0.67
C 2.05 -2.90 -1.09 -0.32
C 2.24 -3.95 -2.03 -0.23
C 3.27 -4.90 -1.91 -0.84
C 4.20 -4.82 -0.87 -0.87
C 4.05 -3.75 0.08 0.23
C 4.92 -3.56 1.17 -0.43
C 4.55 -2.79 2.24 -0.78
C 3.28 -2.15 2.21 0.03
N 2.43 -2.37 1.23 -0.01
C 2.87 -2.96 0.11 -0.04
H 3.63 1.21 -6.74 0.36
H 1.99 1.63 -7.36 0.39
H 2.82 0.21 -7.96 0.37
H 3.91 -0.71 -5.20 0.44
H 3.09 -1.64 -3.19 0.32
H -0.93 -1.13 -4.75 0.44
H 0.01 0.23 -6.63 0.40
H 1.56 -3.97 -2.89 0.46
H 3.42 -5.66 -2.69 0.36
H 5.07 -5.51 -0.79 0.30
H 5.92 -3.98 1.09 0.37
H 5.28 -2.65 3.09 0.29
H 2.89 -1.50 3.01 0.20
```

- Calculated total energy: -3870.440274 hartree
- Total charge: -1
- Energy relative to the best compared isomer or geometry (same formula, charge and spin): 66.77 kJ/mol
- Kohn-Sham gap: 6.4 eV
- Strongest force on any atom: 3.35 eV/Å


# 3
This record from the Open Molecules 2025 dataset describes C35H48AlGeO4SSi3 as an isolated structure. The level of theory is the ωB97M-V functional and the def2-TZVPD basis.

XYZ file:
```
93
Properties=species:S:1:pos:R:3:mulliken_spin:R:1
Al 0.10 0.41 -0.39 0.06
O -1.84 0.53 -0.20 -0.01
C -2.46 0.05 1.06 0.01
C -1.27 -0.49 1.86 0.02
O -1.37 -0.94 2.97 0.00
O -0.12 -0.33 1.21 0.01
C -3.03 1.23 1.83 0.00
C -2.29 2.41 1.90 0.01
C -2.76 3.49 2.63 0.00
C -3.98 3.40 3.29 0.00
C -4.72 2.23 3.22 0.00
C -4.24 1.14 2.50 0.00
C -3.48 -1.00 0.69 0.00
C -3.44 -2.30 1.17 0.00
C -4.39 -3.23 0.76 0.00
C -5.38 -2.87 -0.14 0.00
C -5.43 -1.57 -0.62 0.00
C -4.49 -0.64 -0.21 0.00
H -2.55 0.78 -0.81 0.00
H -1.33 2.48 1.39 0.00
H -2.18 4.40 2.69 0.00
H -4.35 4.24 3.87 0.00
H -5.67 2.15 3.72 0.00
H -4.81 0.23 2.46 0.00
H -2.68 -2.59 1.89 0.00
H -4.36 -4.24 1.15 0.00
H -6.12 -3.59 -0.46 0.00
H -6.22 -1.27 -1.31 0.00
H -4.57 0.38 -0.56 0.00
C 3.82 3.70 2.35 0.01
Si 2.06 3.14 1.96 0.02
C 1.30 4.28 0.66 0.03
C 1.01 3.00 3.51 -0.01
Ge 2.27 1.00 0.72 0.34
Si 4.02 0.89 -1.04 0.11
C 5.74 1.47 -0.54 0.01
C 4.06 -0.82 -1.84 0.00
C 3.21 2.18 -2.16 0.08
Si 3.05 -0.87 2.46 0.24
C 4.85 -0.38 2.68 0.02
C 1.97 -0.65 3.97 0.05
C 2.84 -2.47 1.51 0.04
H 3.80 4.72 2.74 0.00
H 4.46 3.69 1.47 0.00
H 4.28 3.07 3.12 0.00
H 0.85 5.17 1.12 0.00
H 0.51 3.78 0.09 -0.01
H 2.05 4.63 -0.05 0.00
H 0.59 3.98 3.76 0.00
H 1.60 2.67 4.36 0.00
H 0.18 2.30 3.39 0.00
H 6.20 0.83 0.21 0.00
H 5.72 2.48 -0.14 0.00
H 6.39 1.47 -1.42 0.01
H 4.71 -1.50 -1.28 0.00
H 4.46 -0.76 -2.86 0.00
H 3.07 -1.27 -1.89 0.00
H 3.23 3.17 -1.69 0.00
H 2.17 1.92 -2.34 -0.03
H 3.72 2.26 -3.12 0.01
H 4.96 0.66 2.99 0.00
H 5.41 -0.52 1.76 0.00
H 5.31 -1.00 3.45 0.01
H 2.11 0.33 4.43 0.00
H 2.22 -1.41 4.71 0.01
H 0.91 -0.76 3.73 -0.02
H 3.51 -2.52 0.65 -0.01
H 1.81 -2.58 1.14 -0.01
H 3.05 -3.32 2.16 0.01
O -0.07 0.14 -2.12 -0.01
S -0.74 -0.14 -3.52 0.00
C 0.59 -0.11 -4.70 0.00
C 0.99 -1.36 -5.19 0.00
C 1.98 -1.42 -6.15 0.00
C 2.57 -0.25 -6.60 0.00
C 2.18 0.99 -6.10 0.00
C 1.17 1.06 -5.15 0.00
C -1.56 1.40 -3.90 0.00
C -2.30 1.42 -5.07 0.00
C -2.96 2.59 -5.43 0.00
C -2.86 3.71 -4.61 0.00
C -2.12 3.68 -3.44 0.00
C -1.46 2.51 -3.08 0.01
H 0.51 -2.26 -4.83 0.00
H 2.28 -2.37 -6.56 0.00
H 3.34 -0.30 -7.37 0.00
H 2.63 1.90 -6.47 0.00
H 0.85 2.03 -4.79 0.00
H -2.37 0.54 -5.70 0.00
H -3.54 2.62 -6.34 0.00
H -3.38 4.62 -4.89 0.00
H -2.05 4.55 -2.82 0.00
H -0.88 2.47 -2.17 -0.01
```

- Spin multiplicity: 2
- Calculated total energy: -5249.127369 hartree
- Total charge: +2
- Kohn-Sham gap (spin up / spin down): 8.0 / 5.9 eV
- Strongest force on any atom: 0.93 eV/Å


# 4
This record from the Open Molecules 2025 dataset describes C35H48BCl2N2O2P2Ti as an isolated structure. The level of theory is the ωB97M-V functional and the def2-TZVPD basis.

XYZ file:
```
93
Properties=species:S:1:pos:R:3:mulliken_spin:R:1
Ti -0.81 -0.14 1.19 1.45
C -0.03 2.05 4.72 0.01
C -0.72 0.70 4.89 0.00
C 0.27 -0.37 5.33 0.01
C -1.55 0.32 3.67 0.00
C -1.86 -1.02 3.37 -0.06
C -2.78 -1.36 2.39 0.14
C -3.47 -0.37 1.66 -0.06
C -4.68 -0.67 0.83 0.00
C -3.09 0.96 1.90 0.01
C -2.15 1.29 2.87 0.13
H 0.65 2.22 5.56 0.00
H -0.73 2.89 4.71 0.00
H 0.57 2.07 3.81 0.00
H -1.47 0.80 5.69 0.00
H 1.01 -0.59 4.55 -0.01
H -0.21 -1.31 5.60 0.00
H 0.81 -0.03 6.21 0.00
H -1.39 -1.82 3.94 0.00
H -3.03 -2.40 2.25 0.00
H -4.66 -1.68 0.41 0.00
H -4.80 0.04 0.02 -0.01
H -5.56 -0.60 1.46 0.00
H -3.59 1.75 1.35 0.00
H -1.94 2.34 3.05 0.02
C -2.68 2.02 -1.47 0.03
P -1.04 1.52 -0.86 0.05
C -0.38 0.62 -2.32 -0.04
N -0.12 1.34 -3.38 0.00
C 0.45 0.72 -4.45 0.00
C 0.78 1.47 -5.60 0.00
C 1.39 0.85 -6.65 0.00
C 1.70 -0.53 -6.59 0.00
C 1.39 -1.27 -5.49 0.00
C 0.76 -0.66 -4.39 0.00
N 0.44 -1.39 -3.30 0.00
C -0.13 -0.78 -2.29 -0.05
P -0.66 -1.83 -0.87 0.24
C 0.69 -3.04 -0.69 0.02
C -2.04 -2.83 -1.65 -0.01
C -3.08 -1.85 -2.21 0.03
C -1.55 -3.75 -2.76 0.00
C -2.67 -3.69 -0.55 -0.01
C -0.08 3.10 -0.72 0.00
C -0.45 3.69 0.65 0.00
C 1.41 2.77 -0.72 0.00
C -0.41 4.13 -1.80 0.00
H -2.59 2.44 -2.47 0.00
H -3.11 2.79 -0.81 0.00
H -3.36 1.17 -1.50 0.00
H 0.55 2.53 -5.61 0.00
H 1.66 1.41 -7.53 0.00
H 2.19 -0.99 -7.44 0.00
H 1.61 -2.33 -5.43 0.00
H 1.24 -3.13 -1.63 0.00
H 0.27 -4.01 -0.43 0.01
H 1.37 -2.72 0.10 -0.01
H -3.35 -1.09 -1.47 0.00
H -2.71 -1.35 -3.10 0.00
H -3.99 -2.40 -2.47 0.00
H -0.95 -3.23 -3.50 0.00
H -2.42 -4.18 -3.27 0.00
H -0.97 -4.59 -2.37 0.00
H -3.08 -3.09 0.26 0.00
H -1.94 -4.38 -0.11 0.00
H -3.47 -4.29 -0.97 0.00
H -0.14 3.03 1.47 0.04
H -1.53 3.88 0.74 0.00
H 0.06 4.64 0.78 0.00
H 1.67 2.06 0.07 0.01
H 1.98 3.68 -0.53 0.00
H 1.74 2.36 -1.67 0.00
H -1.43 4.50 -1.71 0.00
H -0.27 3.73 -2.80 0.00
H 0.26 4.99 -1.68 0.00
O 2.23 0.88 2.38 -0.03
B 1.43 -0.22 2.02 0.03
O 2.12 -1.40 2.38 0.04
C 3.30 -1.01 2.96 0.01
C 4.31 -1.79 3.48 0.00
C 5.40 -1.12 4.02 0.00
C 5.47 0.27 4.02 0.00
C 4.45 1.05 3.49 0.00
C 3.37 0.37 2.96 -0.02
H 4.25 -2.87 3.47 0.00
H 6.22 -1.68 4.44 0.00
H 6.34 0.76 4.45 0.00
H 4.49 2.13 3.48 0.00
Cl 3.88 0.87 -3.33 0.00
C 3.82 -0.63 -2.39 0.00
Cl 2.86 -0.44 -0.91 0.00
H 4.83 -0.89 -2.11 0.00
H 3.36 -1.40 -3.00 0.00
```

- Spin multiplicity: 3
- Calculated total energy: -4099.810649 hartree
- Total charge: +1
- Energy relative to the best compared isomer or geometry (same formula, charge and spin): 0.00 kJ/mol
- Kohn-Sham gap (spin up / spin down): 6.7 / 7.3 eV
- Strongest force on any atom: 0.68 eV/Å


# 5
This record from the Open Molecules 2025 dataset describes C35H48BiN2P2Se2Si2 as an isolated structure. The level of theory is the ωB97M-V functional and the def2-TZVPD basis.

XYZ file:
```
92
Properties=species:S:1:pos:R:3:mulliken_charge:R:1
Bi 0.48 -0.51 0.08 0.64
C -0.01 -1.35 -3.87 -0.66
Si 1.55 -0.53 -3.24 -0.12
C 2.73 -1.82 -2.60 -0.73
C 2.34 0.50 -4.58 -1.00
N 1.16 0.45 -1.83 -0.23
P 0.30 1.83 -1.54 2.25
C -0.14 1.65 0.11 -1.59
P 0.91 1.97 1.44 2.45
N 1.65 0.51 1.67 -0.05
Si 2.25 -0.35 3.08 -0.11
C 3.63 0.58 3.90 -1.02
C 0.86 -0.68 4.28 -0.80
C 2.86 -1.98 2.38 -0.86
C 2.14 3.26 1.22 0.19
C 1.74 4.60 1.13 -0.41
C 2.69 5.59 0.99 -0.81
C 4.04 5.26 0.94 -0.56
C 4.44 3.94 1.02 -0.88
C 3.49 2.94 1.16 -0.60
C 0.01 2.42 2.93 0.44
C 0.66 3.06 3.99 -0.59
C -0.01 3.26 5.19 -0.74
C -1.32 2.82 5.34 -0.57
C -1.97 2.19 4.28 -0.68
C -1.30 1.99 3.08 -0.55
C -1.16 1.82 -2.59 0.45
C -2.37 1.33 -2.09 -0.76
C -3.46 1.17 -2.94 -0.70
C -3.35 1.51 -4.28 -0.66
C -2.15 2.02 -4.78 -0.73
C -1.06 2.17 -3.93 -0.33
C 1.20 3.31 -2.01 0.33
C 0.49 4.50 -2.20 -0.80
C 1.18 5.66 -2.55 -0.83
C 2.56 5.62 -2.71 -0.60
C 3.26 4.44 -2.51 -0.92
C 2.58 3.29 -2.16 -0.24
H 0.20 -2.00 -4.72 0.44
H -0.74 -0.61 -4.18 0.20
H -0.47 -1.97 -3.09 0.09
H 3.03 -2.51 -3.39 0.37
H 2.26 -2.43 -1.81 -0.04
H 3.63 -1.37 -2.18 0.30
H 2.73 -0.16 -5.36 0.45
H 3.17 1.10 -4.21 0.31
H 1.61 1.16 -5.06 0.29
H 3.32 1.58 4.19 0.30
H 4.51 0.67 3.25 0.33
H 3.95 0.06 4.81 0.46
H 0.51 0.24 4.76 0.22
H 1.19 -1.36 5.07 0.48
H 0.01 -1.14 3.78 0.19
H 3.63 -1.84 1.63 0.33
H 2.04 -2.56 1.93 -0.03
H 3.28 -2.60 3.18 0.44
H 0.68 4.85 1.18 0.49
H 2.38 6.63 0.91 0.46
H 4.78 6.05 0.84 0.42
H 5.49 3.69 0.99 0.42
H 3.79 1.90 1.22 0.55
H 1.68 3.41 3.87 0.37
H 0.49 3.76 6.01 0.42
H -1.83 2.97 6.27 0.40
H -2.99 1.85 4.40 0.45
H -1.80 1.51 2.25 0.36
H -2.45 1.10 -1.03 0.34
H -4.40 0.80 -2.55 0.43
H -4.20 1.39 -4.94 0.41
H -2.07 2.29 -5.82 0.42
H -0.13 2.56 -4.32 0.43
H -0.58 4.52 -2.10 0.54
H 0.64 6.58 -2.71 0.45
H 3.09 6.52 -2.99 0.43
H 4.33 4.42 -2.63 0.46
H 3.12 2.36 -2.00 0.69
C 1.07 -5.06 -0.53 -1.02
Se -0.53 -3.99 -0.74 0.21
C -1.06 -4.02 1.14 -0.57
C -2.47 -3.49 1.34 -1.07
Se -2.61 -1.59 0.91 0.34
C -4.52 -1.55 0.57 -1.16
H 1.53 -5.15 -1.52 0.35
H 0.81 -6.05 -0.17 0.39
H 1.77 -4.58 0.14 0.24
H -0.34 -3.45 1.74 0.08
H -1.01 -5.06 1.46 0.53
H -2.77 -3.63 2.38 0.50
H -3.17 -4.02 0.69 0.44
H -5.06 -1.83 1.47 0.39
H -4.75 -2.22 -0.25 0.37
H -4.77 -0.53 0.29 0.29
```

- Calculated total energy: -7751.102584 hartree
- Total charge: +1
- Energy relative to the best compared isomer or geometry (same formula, charge and spin): 0.00 kJ/mol
- Kohn-Sham gap: 7.8 eV
- Strongest force on any atom: 0.13 eV/Å